(1)
Density functional theory data (ωB97M-V/def2-TZVPD) for a cluster of 3 separate species, C32H51NO13P2S in total at a distorted geometry.

Last column: Mulliken charge in e.
CARTESIAN COORDINATES (ANGSTROEM)
C (5.18, -2.63, 1.34)  -1.080
C (3.92, -2.95, 0.43)  -0.183
N (3.70, -2.02, -0.71)  -0.138
C (3.48, -0.66, -0.30)  -0.430
C (4.67, 0.22, -0.20)  -0.312
C (4.57, 1.61, 0.19)  -1.215
C (3.22, 2.10, 0.47)  0.750
C (2.04, 1.24, 0.37)  0.290
C (2.13, -0.18, -0.03)  0.009
C (0.79, -0.96, -0.05)  0.162
C (0.77, -2.43, -0.56)  -0.537
C (-0.70, -2.91, -0.92)  -1.015
C (-1.85, -2.18, -0.12)  -0.654
S (-1.87, -2.54, 1.67)  1.149
O (-0.57, -2.94, 2.20)  -0.635
O (-2.92, -3.50, 2.00)  -0.564
O (-2.29, -1.16, 2.46)  -0.495
C (0.66, 1.92, 0.70)  -0.062
O (-0.20, 1.40, 1.37)  -0.494
C (0.51, 3.36, 0.12)  0.270
C (-0.74, 3.79, -0.49)  -0.481
C (-0.81, 5.13, -1.05)  -0.612
C (0.37, 5.97, -0.96)  -0.396
C (1.63, 5.57, -0.35)  -0.593
C (1.70, 4.23, 0.20)  0.511
C (2.98, 3.60, 0.85)  -0.075
O (3.70, 4.21, 1.60)  -0.537
H (5.97, -2.03, 0.83)  0.222
H (5.64, -3.62, 1.60)  0.372
H (4.80, -2.13, 2.28)  0.294
H (3.00, -3.06, 1.05)  -0.047
H (4.12, -3.96, -0.03)  0.515
H (4.47, -2.04, -1.38)  0.472
H (5.68, -0.18, -0.45)  0.324
H (5.48, 2.26, 0.25)  0.403
H (0.08, -0.37, -0.69)  0.421
H (0.34, -0.92, 0.98)  0.222
H (1.44, -2.67, -1.42)  0.576
H (1.12, -3.09, 0.28)  0.051
H (-0.86, -2.66, -2.00)  0.378
H (-0.83, -4.01, -0.74)  0.369
H (-1.92, -1.08, -0.34)  0.336
H (-2.82, -2.60, -0.52)  0.502
H (-1.51, -0.82, 2.96)  0.366
H (-1.58, 3.05, -0.50)  0.390
H (-1.76, 5.45, -1.55)  0.380
H (0.29, 6.99, -1.41)  0.346
H (2.54, 6.22, -0.30)  0.445
C (-5.38, -2.79, 5.50)  -0.990
C (-6.06, -3.68, 6.53)  -0.303
O (-6.14, -5.02, 6.05)  -0.372
P (-5.06, -6.17, 6.55)  1.111
O (-5.10, -5.90, 8.04)  -0.762
O (-6.05, -7.48, 6.54)  -0.383
C (-6.15, -8.33, 7.68)  -0.320
C (-7.39, -8.00, 8.47)  -1.065
O (-4.76, -6.55, 4.94)  -0.374
C (-3.81, -5.77, 4.22)  0.048
C (-2.52, -5.54, 4.98)  -1.124
H (-4.32, -3.04, 5.42)  0.173
H (-5.45, -1.74, 5.79)  0.447
H (-5.83, -2.91, 4.52)  0.260
H (-5.53, -3.62, 7.48)  0.299
H (-7.08, -3.33, 6.69)  0.317
H (-5.25, -8.27, 8.29)  0.329
H (-6.22, -9.36, 7.31)  0.355
H (-7.42, -6.94, 8.75)  0.272
H (-7.44, -8.60, 9.39)  0.367
H (-8.29, -8.19, 7.88)  0.278
H (-4.26, -4.83, 3.91)  0.127
H (-3.58, -6.32, 3.30)  0.348
H (-2.70, -4.96, 5.89)  0.354
H (-1.80, -5.00, 4.36)  0.263
H (-2.08, -6.49, 5.28)  0.352
C (2.95, 5.68, -9.67)  -1.075
C (3.38, 4.72, -8.59)  -0.247
O (3.57, 5.40, -7.35)  -0.356
P (2.40, 5.36, -6.17)  1.070
O (2.11, 3.88, -6.17)  -0.745
O (3.37, 5.40, -4.85)  -0.401
C (3.21, 4.44, -3.80)  -0.065
C (4.25, 3.35, -3.94)  -1.072
O (2.46, 7.04, -6.10)  -0.335
C (1.70, 7.81, -7.03)  -0.094
C (0.27, 7.32, -7.17)  -1.196
H (1.93, 6.04, -9.49)  0.210
H (2.96, 5.20, -10.65)  0.410
H (3.61, 6.56, -9.71)  0.268
H (2.66, 3.90, -8.50)  0.293
H (4.35, 4.28, -8.86)  0.338
H (2.20, 4.04, -3.79)  0.339
H (3.35, 4.96, -2.85)  0.220
H (4.22, 2.89, -4.93)  0.322
H (4.09, 2.57, -3.19)  0.246
H (5.25, 3.76, -3.82)  0.300
H (2.21, 7.83, -7.99)  0.175
H (1.69, 8.84, -6.66)  0.332
H (0.24, 6.30, -7.58)  0.358
H (-0.29, 7.97, -7.84)  0.374
H (-0.23, 7.29, -6.20)  0.354

Summary:
HOMO level = -8.898 eV
spin multiplicity = 1
Kohn-Sham gap = 7.95 eV
energy above the lowest of the compared OMol25 structures with the same formula, charge and spin = 4.063 eV
SMILES = CCNc1ccc2c(c1CCCCS(=O)(=O)O)C(=O)c1ccccc1C2=O.CCOP(=O)(OCC)OCC.CCOP(=O)(OCC)OCC

(2)
Density functional theory data (ωB97M-V/def2-TZVPD) for a structure of composition C32H52BiClN2O4SSi at a distorted geometry.

Last column: Mulliken charge in e.
CARTESIAN COORDINATES (ANGSTROEM)
Bi (-0.21, -1.02, 0.43)  1.994
C (1.27, -3.29, -1.20)  -0.696
C (-0.19, -3.65, -1.56)  -1.247
N (-1.15, -2.62, -1.03)  1.225
C (-2.38, -3.19, -0.45)  -0.754
C (-2.13, -3.89, 0.93)  -0.906
S (-1.23, -2.79, 2.12)  -0.235
C (0.35, -3.63, 2.55)  -0.571
C (1.16, -4.06, 1.28)  -1.012
N (1.25, -3.00, 0.30)  -0.134
H (1.58, -2.39, -1.92)  -0.060
H (1.95, -4.13, -1.43)  0.436
H (-0.45, -4.61, -1.11)  0.650
H (-0.28, -3.81, -2.64)  0.633
H (-1.53, -1.91, -1.85)  -0.773
H (-2.82, -3.93, -1.16)  0.257
H (-3.12, -2.43, -0.27)  -0.008
H (-1.50, -4.78, 0.81)  0.311
H (-3.08, -4.22, 1.34)  0.640
H (0.15, -4.52, 3.16)  0.603
H (0.93, -2.96, 3.18)  0.094
H (0.61, -4.88, 0.80)  0.312
H (2.12, -4.51, 1.59)  0.400
H (2.17, -2.53, 0.39)  0.182
O (1.65, -0.90, 2.00)  0.506
C (1.60, 0.45, 2.59)  1.988
C (-0.01, 0.79, 2.92)  -0.430
O (-0.22, 1.27, 4.04)  -0.807
O (-0.90, 0.53, 2.02)  -0.452
C (2.17, 1.42, 1.56)  0.075
C (3.25, 1.04, 0.80)  0.155
C (3.84, 1.90, -0.15)  -1.340
C (3.34, 3.16, -0.34)  -0.362
C (2.19, 3.61, 0.50)  -1.018
C (1.67, 2.75, 1.42)  -0.754
C (2.51, 0.45, 3.81)  -0.080
C (2.57, 1.56, 4.65)  -0.304
C (3.42, 1.60, 5.73)  -0.843
C (4.26, 0.53, 6.00)  -0.440
C (4.24, -0.58, 5.17)  -0.920
C (3.38, -0.61, 4.08)  -0.202
H (1.33, -1.49, 2.68)  -0.387
H (3.65, 0.04, 0.93)  0.336
H (4.70, 1.56, -0.72)  0.368
H (3.79, 3.84, -1.05)  0.372
H (1.82, 4.62, 0.38)  0.425
H (0.86, 3.09, 2.05)  0.746
H (1.91, 2.40, 4.45)  0.395
H (3.42, 2.48, 6.38)  0.384
H (4.93, 0.56, 6.86)  0.356
H (4.89, -1.42, 5.36)  0.395
H (3.40, -1.47, 3.42)  0.406
C (-0.37, 3.51, -2.49)  -1.878
C (-0.28, 2.48, -1.34)  3.993
C (-0.75, 3.19, -0.08)  -2.188
C (1.18, 2.03, -1.21)  -0.850
Si (-1.37, 0.87, -1.53)  -1.629
C (-1.24, -0.10, -3.41)  2.611
C (-2.16, 0.61, -4.42)  -2.051
C (0.17, -0.08, -3.98)  -1.757
C (-1.62, -1.64, -3.34)  -1.566
C (-3.30, 1.24, -1.04)  2.884
C (-4.19, 0.06, -1.42)  -1.997
C (-3.83, 2.49, -1.76)  -1.793
C (-3.46, 1.44, 0.47)  -1.920
H (0.23, 4.40, -2.26)  0.383
H (-1.40, 3.84, -2.65)  0.391
H (0.00, 3.10, -3.43)  0.257
H (-0.12, 4.04, 0.17)  0.387
H (-0.77, 2.53, 0.79)  0.076
H (-1.76, 3.60, -0.21)  0.540
H (2.02, 2.89, -0.88)  0.169
H (1.52, 1.61, -2.16)  0.632
H (1.28, 1.28, -0.46)  -1.236
H (-1.92, 1.67, -4.51)  0.284
H (-3.21, 0.54, -4.13)  0.353
H (-2.07, 0.16, -5.42)  0.487
H (0.50, 0.94, -4.22)  0.230
H (0.21, -0.65, -4.93)  0.472
H (0.89, -0.52, -3.31)  0.276
H (-2.67, -1.80, -3.06)  0.168
H (-0.95, -2.22, -2.61)  0.291
H (-1.49, -2.11, -4.33)  0.531
H (-4.26, -0.08, -2.50)  0.184
H (-5.22, 0.23, -1.07)  0.639
H (-3.84, -0.86, -0.96)  0.281
H (-3.75, 2.40, -2.85)  0.204
H (-3.30, 3.39, -1.46)  0.316
H (-4.90, 2.65, -1.53)  0.463
H (-3.08, 0.59, 1.02)  -0.042
H (-4.53, 1.56, 0.72)  0.530
H (-2.95, 2.34, 0.83)  0.377
Cl (1.86, -0.99, -1.39)  -0.405
O (-2.24, -1.06, 0.54)  -1.006

Summary:
HOMO level = 1.080 eV
spin multiplicity = 1
Kohn-Sham gap = 3.30 eV
charge = -2
energy above the lowest of the compared OMol25 structures with the same formula, charge and spin = 14.826 eV

Which of these has the lowest HOMO level?
C32H51NO13P2S